[1]
Entry from the OMol25 dataset: C37H44Br60Cl2NO5PS as an isolated structure (ωB97M-V/def2-TZVPD).

Structure (XYZ):
```
151
Properties=species:S:1:pos:R:3:mulliken_charge:R:1
Br 2.80714 -9.56689 6.74004 -0.0166
Br 6.59946 -6.43610 -6.63404 -0.0275
Br 4.43171 -8.44212 -3.82155 -0.0649
Br 0.24877 6.21467 -11.45101 -0.0008
Br 1.44698 2.12034 13.14219 0.0119
Br -1.70265 2.78391 13.29793 -0.0145
Br 8.94698 -0.69221 -0.17536 -0.0311
Br -7.32514 10.08457 -4.64626 -0.0382
Br -1.09675 0.67510 7.16258 -0.0097
Br -0.02715 4.97314 -7.07627 -0.0117
Br 3.99189 -6.64384 -1.18391 0.1071
Br 3.64029 -9.10766 3.66112 0.0207
Br 3.36840 3.63516 -0.02360 -0.0346
Br 6.81856 -8.10885 -1.68231 -0.0156
Br 6.42312 -5.24886 3.15157 0.1133
Br -0.75102 7.46316 -1.96208 0.1916
Br 3.21856 -4.44964 -3.74135 -0.0280
Br 2.94106 4.91555 -10.24756 -0.0053
Br 5.79735 -0.02863 -0.01962 -0.0024
Br 8.73951 -7.45513 3.54041 -0.0148
Br 10.38187 -11.92869 -1.97640 -0.0445
Br -0.67093 -2.17700 8.60097 -0.0218
Br -3.25497 14.02146 -2.64701 -0.0061
Br -4.13991 9.84064 -5.06962 -0.0705
Br 7.02655 -2.43210 1.74016 0.0585
Br 0.12655 11.78540 -7.09518 0.0365
Br 0.07676 11.11589 -12.16169 -0.0112
Br 0.39189 -2.98463 -3.24295 -0.0064
Br 6.22907 0.49265 12.44133 -0.0053
Br 8.75368 -6.51614 -4.23870 -0.0086
Br -1.14632 9.34474 0.62401 -0.0625
Br 2.20714 9.88106 -10.08297 0.0277
Br -4.73118 0.81626 -4.36835 -0.0271
Br 2.98812 6.58078 -1.27388 -0.0058
Br -5.56346 2.95031 -0.95774 0.0506
Br 9.14898 -8.39772 -6.82480 -0.0304
Br 0.67676 -8.33205 4.66132 0.1365
Br -5.73492 6.09454 -0.27278 -0.0329
Br -3.41813 12.49159 0.18447 -0.0130
Br 1.33764 5.72182 1.35719 -0.0240
Br -1.88678 6.64852 -5.04667 0.1842
Br 0.36882 3.05835 -10.81228 -0.0320
Br 6.78674 -6.71912 5.99596 -0.0108
Br -2.15894 2.67346 -3.80362 0.0364
Br -4.85123 3.97258 -5.00708 -0.0372
Br -1.10265 14.18887 -8.85496 -0.0138
Br 5.80325 3.34474 11.00294 -0.0044
Br -2.89052 4.58188 -0.19757 -0.0111
Br -5.81192 12.18770 -1.95145 -0.0106
Br 5.89370 3.15956 14.21884 -0.0065
Br 7.98808 -12.23259 -4.11233 -0.0082
Br 2.04698 13.52529 -9.01071 -0.0347
Br -0.47345 0.38044 15.05771 0.0047
Br -3.30054 9.42479 -1.77133 0.1751
Br 10.54503 -10.39882 -4.80789 0.0140
Br -5.96483 7.18544 -5.00589 0.0185
Br 0.62935 4.97903 -3.92132 -0.0275
Br -1.00630 0.48991 10.37848 0.0179
Br 0.83171 -4.78290 -5.88060 -0.0684
Br 3.04029 10.34028 -13.16188 -0.0199
Cl -5.03203 -0.97683 6.00025 -0.1711
Cl -2.93372 -2.88608 5.43612 -0.0724
S 2.43593 -3.43088 1.93294 0.9831
P -3.25770 -3.00206 2.27022 0.9862
O -1.80964 -4.72090 0.47543 0.1112
O 2.07267 -3.75018 0.44596 -0.4781
O 3.93275 -2.55724 1.91554 -0.2232
O 2.49608 -4.68559 2.84635 -0.5256
O -1.50569 -5.52061 -1.83234 -0.5263
N -4.34548 -0.47730 1.24462 -0.2454
C -2.04902 -5.70391 -0.60940 0.5176
C -0.14560 2.12375 14.25916 -0.3433
C 1.29332 -4.52943 -4.00791 -0.2283
C -5.97710 -2.73476 0.76971 -0.1390
C -3.01765 -7.05114 -0.43434 -0.6608
C -0.09506 5.98824 -5.41822 -0.5123
C -3.72634 2.38791 -4.91988 -0.3963
C 2.19496 -9.52587 4.89403 -0.4076
C -6.26635 -2.72390 4.20717 -0.8608
C 0.45440 13.52871 -7.89373 -0.3442
C -5.88197 9.07280 -5.46953 -0.3922
C 7.86964 -7.52828 -5.64512 -0.0748
C -4.64931 4.66607 -1.02452 0.0178
C 1.59496 9.92207 -11.92897 -0.0344
C -1.23791 -6.45107 3.75154 -1.0684
C 9.37754 -11.06997 -3.40403 0.1478
C 7.35440 -0.68879 0.94162 -0.4340
C -5.38185 0.31636 0.50760 -0.0276
C -7.11252 -1.83239 -0.03920 -0.6165
C -4.62383 -1.94778 1.34713 -0.2097
C -3.66684 -4.71042 2.98485 0.1127
C 5.41287 2.25405 12.56561 0.3798
C 1.11976 -2.23975 2.56627 -0.7829
C -2.03036 8.33261 -0.78241 -0.2878
C -0.32281 -2.99966 2.93960 0.3721
C 4.89332 -8.18865 -1.94887 -0.3673
C -2.98790 -3.85521 0.56075 -1.5570
C -1.48713 -0.41559 8.72526 -0.3037
C 6.95627 -6.88162 4.06489 -0.0278
C -4.42246 13.35031 -1.24316 -0.3784
C -1.46916 -2.26251 2.04458 -1.4132
C -3.58464 -2.05025 3.86967 -0.5146
C -5.10582 -1.59000 4.20556 0.2040
C -6.76381 -0.22398 -0.18901 -0.1723
C 2.14307 5.11900 -0.30776 0.0011
C -2.36737 -5.62492 3.46792 -0.1764
C 1.37366 4.62999 -11.36381 -0.3520
H -4.49436 4.90486 -2.08187 0.0872
H -2.56342 -7.84207 0.29840 0.2444
H -2.96146 -1.02991 3.84441 0.3605
H 1.54640 -1.77518 3.57029 0.3491
H -0.24262 -7.08008 3.61953 0.4856
H -4.19398 -5.36994 2.13955 0.3530
H 0.93196 -5.41054 -3.46745 0.2643
H 4.60720 -3.14492 2.40382 0.1530
H 0.64216 14.22688 -7.07133 0.3576
H 1.84827 -10.53538 4.64965 0.3643
H -6.02073 9.14216 -6.55348 0.3840
H -7.32486 -2.17402 4.19545 0.2595
H 0.54707 6.86482 -5.55348 0.4169
H 7.54216 0.00938 1.76401 0.4025
H 0.04216 2.82192 15.08156 0.3631
H -3.32753 -7.47508 -1.48274 0.3062
H 1.24827 8.91256 -12.17335 0.0398
H 6.26179 -7.66663 3.74790 -0.0402
H -2.83074 -2.99163 -0.24883 0.3064
H -8.06651 -2.34075 -0.49552 0.3080
H -6.08095 -3.90109 0.94569 0.2654
H -2.57146 -0.56648 8.74707 0.3152
H -5.18251 1.49025 0.41159 0.0937
H -3.36488 2.19612 -5.93555 0.3993
H -6.22588 -3.26514 5.27057 0.3254
H 1.73512 4.43821 -12.37948 0.3767
H 0.91729 -1.32564 1.83852 0.4028
H -4.01816 -6.65987 0.07907 0.1895
H -1.42500 -1.10382 2.33098 0.7019
H -6.17597 -3.57392 3.41267 0.1615
H 1.33020 4.74593 -0.93948 0.0185
H -4.92509 14.21801 -0.80330 0.3548
H -0.43228 -2.89716 4.09939 0.0593
H 4.32854 2.10316 12.58742 -0.4105
H 8.87491 -10.20227 -2.96417 -0.1082
H -5.48158 -0.61935 3.62019 0.3265
H -7.54149 0.42628 -0.78794 0.2240
H -1.12949 -2.26370 0.89920 0.4461
H -3.90212 -4.47758 0.18012 0.3440
H -2.60433 7.53900 -0.29273 0.1451
H 4.53196 -9.06975 -1.40841 0.3671
H 7.29567 -8.32188 -5.15545 0.1286
H -0.14777 -4.13240 2.64944 -0.0879
H -4.40366 -4.73965 3.89342 0.4540
```

The calculation puts the LUMO energy at -0.84 eV. The HOMO-LUMO gap comes out at 8.0 eV. The calculated total energy comes out at -157966.974507 Eh. Its total charge is 0. For the highest occupied orbital energy, the calculation gives -8.880 eV.

***

[2]
Entry from the OMol25 dataset: C37H44Cl2INO5PS2SiTl as an isolated structure (ωB97M-V/def2-TZVPD).

Structure (XYZ):
```
95
Properties=species:S:1:pos:R:3:mulliken_charge:R:1
Tl -0.51364 -0.58270 2.22952 0.7788
I -1.58860 2.41351 3.79851 0.2777
Cl -0.12744 1.80831 -3.22866 0.4015
Cl -2.38199 2.55216 -4.80223 -0.6704
S -0.99719 -0.23274 5.32054 -0.4746
S 2.31604 -1.73515 2.53810 -0.6758
P -1.66372 2.60045 0.46421 0.3762
Si 2.21927 -2.76398 0.76629 -0.3527
O 2.66683 -4.35633 0.73489 -0.2164
O 2.98590 -2.09746 -0.53622 0.7844
O 0.61198 -2.68495 0.24395 0.3328
O 0.49240 -1.49625 -1.81775 0.3040
O 1.03183 -0.00188 0.09000 -0.3214
N 1.22590 0.74121 6.77040 -0.6631
C -2.86558 3.97489 0.79700 1.0894
C -0.24050 4.50009 -1.25733 -1.1396
C 0.97734 4.29607 -3.60205 -1.7191
C 0.74477 -3.83908 -1.89831 -1.4416
C -3.63883 4.34569 -0.27787 -0.3686
C -0.99423 3.27668 -1.08959 -0.3518
C -2.27062 4.38843 3.24592 -0.7852
C -3.27081 1.18569 -1.45054 0.0222
C -2.91388 4.73392 2.00481 0.4397
C -2.24999 5.27619 4.28591 -0.5156
C 5.18409 -1.45569 0.25410 -1.5586
C -2.90438 6.52068 4.20790 -0.7112
C -4.46265 6.27392 0.86764 -0.8556
C 2.31661 -5.38167 1.66331 1.6422
C -4.42969 -0.40314 0.51470 -0.7148
C 3.24943 -5.29427 2.86978 -1.6027
C -4.77502 -0.58391 -0.81630 -0.6556
C -0.69379 2.38564 -2.05014 -1.1364
C -0.60104 -0.36785 -1.78225 0.3632
C -2.91091 1.36885 -0.11588 1.7465
C 2.51299 -6.70521 0.92695 -1.8120
C 0.86203 -5.24990 2.11410 -1.4063
C -4.20038 0.21546 -1.79283 -0.8584
C -4.47565 5.47045 -0.23437 -1.1039
C 0.50690 3.02116 -3.66363 1.5431
C -0.55090 0.41439 -3.11635 -1.1973
C 4.34865 -1.97066 -0.91614 1.3127
C 0.75608 -0.10616 -1.22756 -0.7820
C 4.87879 -3.32888 -1.38025 -1.5120
C -1.38103 -2.86884 -1.01000 -1.4927
C -3.63646 6.82481 3.10227 -0.8157
C -3.50374 0.57090 0.86389 -0.8547
C 0.56883 4.95217 -2.38335 -0.5104
C 0.33473 0.33884 6.14386 0.4471
C 0.13201 -2.72654 -1.05334 0.9722
C 4.36668 -0.97351 -2.07245 -1.7587
C -3.66896 5.94815 1.99069 1.0676
H -1.13644 2.06711 -3.89283 0.9354
H 0.57965 -6.09616 2.74180 0.5666
H 4.75502 -0.53177 0.64147 0.2945
H -5.05984 7.17834 0.90295 0.3204
H -1.80003 -2.70750 -2.00103 0.4097
H 2.28586 -7.54449 1.58594 0.4117
H -4.21464 7.74044 3.05067 0.3231
H 6.21203 -1.27180 -0.06239 0.4408
H -1.80427 -2.12174 -0.34210 0.0922
H 0.16902 1.40127 -4.28219 0.0035
H 5.36594 -0.89371 -2.50301 0.4843
H -1.75111 4.99289 5.20375 0.4052
H -5.09741 5.70374 -1.08942 0.4247
H -1.63705 -3.86560 -0.64576 0.4779
H 5.17480 -2.18639 1.06392 0.2686
H 3.02363 -6.08366 3.58900 0.4438
H 0.20362 -5.20830 1.24533 0.1951
H -0.32104 5.20514 -0.43542 0.3780
H -2.84265 1.78501 -2.24148 0.1257
H 0.85426 1.41957 -2.69731 0.0855
H -0.67803 -0.34177 -3.90441 0.0737
H 0.95876 5.95850 -2.26027 0.2980
H 3.66388 -1.29788 -2.84120 0.3413
H 4.28792 -5.38912 2.54684 0.3105
H 4.34971 -3.64719 -2.28026 0.3164
H -4.87003 -1.02628 1.28443 0.4266
H -4.45720 0.08854 -2.83730 0.4473
H -3.58879 3.77485 -1.19592 0.3574
H 5.94715 -3.27054 -1.59414 0.5069
H -5.50083 -1.33972 -1.09436 0.3589
H 3.54344 -6.79076 0.57914 0.3203
H -3.26417 0.72962 1.90877 0.4188
H 1.63975 4.75318 -4.31650 0.3639
H 1.85527 -6.74759 0.05736 0.3581
H 0.29582 -3.82469 -2.89047 0.5516
H 0.73225 -4.32616 2.67928 0.2628
H 1.81792 -3.68365 -1.98000 0.0215
H 0.55797 -4.79736 -1.41466 0.1896
H 4.04732 0.01062 -1.72543 0.3326
H 1.41917 0.44690 -1.87788 0.9128
H 4.69949 -4.06625 -0.59908 0.1370
H -2.86027 7.20285 5.04772 0.3633
H 3.12180 -4.32323 3.34744 0.2668
H 1.94391 -0.26718 0.29511 0.1108
```

The calculation puts the LUMO energy (spin up / spin down) at 3.78 / 3.77 eV. The HOMO-LUMO gap (spin up / spin down) comes out at 4.8 / 4.8 eV. The calculated total energy comes out at -4684.197953 Eh. Its total charge is -2. For the highest occupied orbital energy (spin up / spin down), the calculation gives -1.000 / -1.042 eV. The energy above the lowest of the compared OMol25 structures with the same formula, charge and spin is 33.417 eV.

***

[3]
Entry from the OMol25 dataset: C37H44CoN4O3SSb2 as an isolated structure (ωB97M-V/def2-TZVPD).

Structure (XYZ):
```
92
Properties=species:S:1:pos:R:3:lowdin_spin:R:1
Sb -1.90832 0.96224 -0.41593 -0.0217
Sb 0.37531 -0.50246 -3.19485 -0.0176
Co 0.30529 -0.45469 -0.60693 0.9769
S 0.21625 -0.69154 1.80101 -0.0176
O 1.21992 3.99465 1.13192 -0.0004
O 2.13267 0.38908 -0.64278 0.0217
O -1.26618 -1.84808 -1.10004 0.0503
N 0.31236 -3.39386 -0.41956 -0.0003
N 1.81246 0.55936 3.45381 0.0011
N 1.17002 -2.28746 -0.40947 0.0287
N 1.17045 1.79367 1.58002 -0.0017
C -0.89908 -3.02913 -0.75879 0.0031
C -3.95295 -6.02663 -0.82105 -0.0001
C 0.71473 4.62050 3.88164 0.0000
C -3.08783 -3.90315 -1.54581 0.0004
C -1.18533 2.96384 5.04868 0.0000
C -3.58776 -0.23544 0.05245 0.0066
C -2.39622 0.37599 -4.19851 -0.0002
C 1.12769 0.62854 2.32871 0.0012
C 3.40028 -1.48940 0.15826 0.0000
C -0.60140 2.60237 3.84188 0.0000
C 2.09572 -0.05058 -4.35079 -0.0066
C 4.63303 -1.93441 0.65585 -0.0006
C 0.96757 3.12471 1.93261 -0.0003
C -4.54786 0.44695 -3.12138 -0.0007
C -0.17152 -2.31491 -4.13247 -0.0045
C -1.94911 -4.09408 -0.77084 0.0024
C 5.57141 0.24808 0.44528 -0.0005
C -2.82292 -6.21307 -0.03349 0.0001
C 5.71711 -1.09431 0.81038 -0.0006
C 0.13944 4.97396 5.09088 0.0000
C -0.95408 0.77728 -4.32718 0.0010
C -2.74226 1.89269 -2.18111 -0.0075
C 5.15800 2.38419 3.77568 0.0000
C -4.23658 -0.98712 -5.01293 -0.0008
C 2.82847 1.49006 3.96634 0.0002
C 4.09209 1.51265 3.12382 0.0000
C -5.05605 -0.48608 -4.01054 0.0000
C 2.35018 -2.49825 0.02260 0.0003
C 4.36772 0.72378 -0.02575 0.0013
C -1.82099 -5.25374 -0.01172 0.0004
C -4.08374 -4.87008 -1.57790 0.0000
C -0.80770 4.14167 5.67776 0.0000
C 3.23671 -0.11416 -0.17870 0.0032
C -3.22462 0.88733 -3.18894 0.0002
C -2.40124 2.57146 0.89961 -0.0157
C 0.35966 3.42545 3.26634 0.0000
C -2.92626 -0.54783 -5.10041 0.0000
H 3.05820 1.15673 4.97853 0.0000
H -4.61367 -1.71460 -5.72040 -0.0001
H -3.18241 -2.99167 -2.12409 0.0003
H -0.91240 1.68919 3.34632 0.0000
H -1.21390 -2.52868 -3.89985 0.0000
H -3.33888 -0.89872 0.88012 0.0000
H 2.40443 2.48707 4.05278 0.0000
H -0.93242 -5.38233 0.59240 0.0001
H 4.72398 -2.98181 0.92811 0.0002
H -4.72622 -6.78452 -0.84938 0.0000
H -3.57178 2.50296 -1.82045 -0.0005
H 6.05714 2.41835 3.15997 0.0000
H -1.25249 4.41357 6.62655 0.0000
H 4.80510 3.41086 3.90741 0.0000
H -0.60901 0.69020 -5.35810 0.0001
H 1.84492 -0.15183 -5.40660 -0.0008
H -6.08508 -0.81195 -3.92647 0.0000
H -0.03670 -2.21657 -5.20987 -0.0006
H -2.32814 2.23653 1.93283 -0.0001
H 3.85571 1.89106 2.12908 0.0000
H -0.77257 1.79486 -3.98455 0.0000
H -1.93836 2.32621 5.49386 0.0000
H 6.65809 -1.46750 1.19241 0.0000
H -1.97578 2.56063 -2.57103 -0.0001
H -4.42476 0.40912 0.32335 0.0005
H 2.59352 -3.51614 0.33114 0.0018
H 0.45036 -3.12428 -3.74974 0.0000
H -5.19557 0.86544 -2.35815 0.0000
H 0.42061 5.90155 5.57257 0.0000
H -3.43042 2.86851 0.69346 -0.0014
H 2.90152 -0.73677 -4.09161 0.0000
H 2.42412 0.96635 -4.13873 0.0000
H 4.24648 1.76592 -0.30144 0.0000
H 4.45792 0.49171 2.99694 0.0000
H -3.83196 -0.84039 -0.81706 0.0002
H -1.73898 3.42566 0.75398 0.0000
H 5.43913 1.99750 4.75883 0.0000
H -4.96292 -4.71795 -2.19211 0.0000
H 1.78468 -0.35831 3.87425 -0.0004
H 1.26146 1.62433 0.57574 -0.0009
H -2.29189 -0.91680 -5.89916 0.0000
H 1.44565 5.25932 3.40130 0.0000
H -2.72350 -7.10977 0.56617 0.0000
H 6.41227 0.92693 0.54306 0.0000
```

The calculation puts the LUMO energy (spin up / spin down) at -0.20 / -0.06 eV. The HOMO-LUMO gap (spin up / spin down) comes out at 6.8 / 6.9 eV. The calculated total energy comes out at -4142.522923 Eh. Its total charge is 0. For the highest occupied orbital energy (spin up / spin down), the calculation gives -7.052 / -6.976 eV. The energy above the lowest of the compared OMol25 structures with the same formula, charge and spin is 0.713 eV. Its multiplicity is 2.